The following is a DFT calculation (ωB97M-V with the def2-TZVPD basis set) of the molecule C4H6N2S at a distorted geometry.

## Properties
LUMO   -0.92 eV
Frontier orbital gap   8.172 eV
SMILES   [H]/N=C(/C=S)N1CC1
ΔE to the lowest compared entry with this formula, charge and spin   245.4 kJ/mol

```
13
C4H6N2S, DFT ωB97M-V with the def2-TZVPD basis set
C 0.2690 0.8291 -0.1047
C -1.2099 0.7849 0.0802
C 2.2709 -0.5799 0.0706
C 1.0653 -1.4706 0.2285
H 1.7978 1.8925 -0.0459
H -1.5519 1.8034 0.3137
H 3.0786 -0.8115 -0.6024
H 2.6149 -0.0788 0.9656
H 0.9218 -2.3818 -0.3494
H 0.6060 -1.5615 1.2134
N 0.8028 1.9725 0.1059
N 1.0029 -0.2641 -0.5044
S -2.1549 -0.5126 -0.0221
```

natural (NBO) population analysis, charges in e, atoms 1 to 8: 0.342, -0.314, -0.256, -0.221, 0.333, 0.227, 0.208, 0.199


The following is a DFT calculation (ωB97M-V with the def2-TZVPD basis set) of the molecule C4H6N2S at a distorted geometry.

## Properties
LUMO   0.68 eV
Frontier orbital gap   10.250 eV
SMILES   N#C[C@@H]1NC[C@H]1S
ΔE to the lowest compared entry with this formula, charge and spin   210.2 kJ/mol

```
13
C4H6N2S, DFT ωB97M-V with the def2-TZVPD basis set
C -0.5861 -0.4039 0.3938
C -0.4177 1.1760 0.4978
C 0.5220 -0.2381 -0.7598
C 1.7807 -0.8448 -0.1788
H -2.1416 -2.0391 -0.3451
H -0.3827 -1.0244 1.2517
H 0.0181 1.4461 1.4744
H -1.4078 1.6478 0.4686
H 1.4320 1.6397 -0.4720
H 0.1895 -0.6905 -1.7516
N 0.4736 1.2098 -0.6976
N 2.7977 -1.1463 0.2790
S -2.2776 -0.7322 -0.1604
```

natural (NBO) population analysis, charges in e, atoms 1 to 8: -0.337, -0.221, -0.144, 0.250, 0.120, 0.236, 0.200, 0.201


The following is a DFT calculation (ωB97M-V with the def2-TZVPD basis set) of the molecule C4H6N2S at a distorted geometry.

## Properties
LUMO   0.78 eV
Frontier orbital gap   10.115 eV
SMILES   SCn1ccnc1
ΔE to the lowest compared entry with this formula, charge and spin   159.8 kJ/mol

```
13
C4H6N2S, DFT ωB97M-V with the def2-TZVPD basis set
C 2.2405 0.2915 -0.7925
C 1.2295 1.0973 -0.3832
C 0.8146 -1.0729 0.0564
C -1.1588 0.1978 0.6026
N 1.9981 -1.0374 -0.4567
N 0.2269 0.1154 0.2706
S -2.4575 -0.1009 -0.7365
H 3.1133 0.7197 -1.2029
H 1.1689 2.1191 -0.1553
H 0.3950 -1.9223 0.5510
H -1.3484 -0.7014 1.3159
H -1.2298 1.1081 1.1785
H -1.9702 -1.2451 -0.9999
```

natural (NBO) population analysis, charges in e, atoms 1 to 8: -0.070, -0.106, 0.210, -0.310, -0.464, -0.396, -0.032, 0.212


The following is a DFT calculation (ωB97M-V with the def2-TZVPD basis set) of the molecule C4H6N2S2 at a distorted geometry.

## Properties
LUMO   0.47 eV
Frontier orbital gap   9.077 eV
SMILES   [H]/N=C1/[C@@H](S)C=CN1S
ΔE to the lowest compared entry with this formula, charge and spin   259.6 kJ/mol

```
14
C4H6N2S2, DFT ωB97M-V with the def2-TZVPD basis set
C -0.0277 -0.5247 1.3507
C -0.4593 -1.6682 0.5469
C -0.0032 -1.5782 -0.7317
C 0.5153 0.4350 0.3093
H -2.2673 -0.7427 2.2325
H 0.6747 -0.8790 2.1764
H -0.8350 -2.5806 1.0233
H 0.1266 -2.5105 -1.2702
H -0.5618 0.5562 -2.4741
H 1.1435 2.0821 -0.4306
N 0.7605 -0.3565 -0.8239
N 0.7231 1.7316 0.4011
S -1.4140 0.4676 2.0040
S 0.8630 0.4365 -2.4508
```

natural (NBO) population analysis, charges in e, atoms 1 to 8: -0.444, -0.230, -0.041, 0.430, 0.125, 0.263, 0.226, 0.238


The following is a DFT calculation (ωB97M-V with the def2-TZVPD basis set) of the molecule C4H6N2S2 at a distorted geometry.

## Properties
LUMO   -0.58 eV
Frontier orbital gap   8.191 eV
SMILES   CN[C@H]1C=NSC1=S
ΔE to the lowest compared entry with this formula, charge and spin   184.1 kJ/mol

```
14
C4H6N2S2, DFT ωB97M-V with the def2-TZVPD basis set
C -1.9301 -0.2591 -0.0105
C 0.4792 -0.0865 0.2805
C 1.6379 -1.0695 0.0784
C 0.9227 1.3244 0.0838
H -2.6945 -0.8169 -0.5777
H -1.9124 -0.6679 1.0268
H -2.2870 0.7950 0.0207
H -0.6768 0.2877 -1.4256
H 0.1721 -0.3455 1.3217
H 1.5198 -2.1135 0.1588
N -0.6303 -0.3623 -0.6653
N 2.7644 -0.5141 -0.0767
S 2.6723 1.2051 -0.2058
S -0.0372 2.6230 -0.0091
```

natural (NBO) population analysis, charges in e, atoms 1 to 8: -0.421, -0.226, 0.124, -0.317, 0.199, 0.191, 0.192, 0.374


The following is a DFT calculation (ωB97M-V with the def2-TZVPD basis set) of the molecule C4H6N2S2 at a distorted geometry.

## Properties
LUMO (spin up / spin down)   -0.43 / -0.20 eV
Frontier orbital gap (spin up / spin down)   6.949 / 7.411 eV
ΔE to the lowest compared entry with this formula, charge and spin   567.8 kJ/mol

```
14
C4H6N2S2, DFT ωB97M-V with the def2-TZVPD basis set
C 0.8540 -1.5667 0.0452
C 1.5691 1.1322 -0.0020
C -0.6500 -1.3497 0.0652
C -1.0714 0.0665 0.5388
N 0.4559 1.7308 -0.5110
N -0.8069 1.0561 -0.5227
S 1.8122 -2.7977 -0.1939
S 3.0736 1.6769 0.1688
H -1.0545 -1.8837 -0.8689
H -0.9323 -1.9190 0.9560
H -2.1489 0.0871 0.7955
H -0.5054 0.2027 1.4597
H 0.5948 2.7043 -0.4037
H -1.1902 0.8602 -1.5271
```

natural (NBO) population analysis, charges in e, atoms 1 to 8: -0.110, 0.012, -0.566, -0.221, -0.481, -0.490, 0.161, -0.006


The following is a DFT calculation (ωB97M-V with the def2-TZVPD basis set) of the molecule C4H6N2Se at a distorted geometry.

## Properties
LUMO (spin up / spin down)   -0.84 / -0.43 eV
Frontier orbital gap (spin up / spin down)   7.169 / 7.364 eV
ΔE to the lowest compared entry with this formula, charge and spin   668.7 kJ/mol

```
13
C4H6N2Se, DFT ωB97M-V with the def2-TZVPD basis set
C 1.0353 -2.0278 1.2959
C 1.5040 -0.7804 1.3403
C -0.6229 -0.8799 -0.4145
C -0.5737 1.6115 -0.3373
N 0.9642 0.3291 0.8608
N -0.0349 0.2372 -0.0202
Se -1.7575 -0.8317 -1.7621
H 0.9863 -2.7090 0.4641
H 2.0035 -0.4601 2.1977
H 0.0729 2.5336 -0.1759
H -0.7312 1.7248 -1.4290
H -1.6094 1.6192 0.2498
H -2.1717 -2.1212 -1.6390
```

natural (NBO) population analysis, charges in e, atoms 1 to 8: -0.081, -0.168, -0.180, -0.449, -0.290, -0.246, 0.223, 0.194


The following is a DFT calculation (ωB97M-V with the def2-TZVPD basis set) of the ion C4H6N3 with charge +1 at a distorted geometry.

## Properties
LUMO   -4.66 eV
Frontier orbital gap   10.537 eV
SMILES   [H]/N=C1/[C@H](C)N1C#[NH+]
Charge   +1
ΔE to the lowest compared entry with this formula, charge and spin   373.9 kJ/mol

```
13
C4H6N3, DFT ωB97M-V with the def2-TZVPD basis set
C 2.0801 -0.4517 0.1238
C -0.4212 -1.4859 0.0997
C -0.5317 -0.1684 0.6610
C -0.9606 0.9799 -0.2354
N 0.8529 -0.6864 0.3160
N -0.9357 -2.5499 -0.2090
N 3.1808 -0.1148 -0.1571
H -0.6706 0.0340 1.6580
H -0.5819 1.8363 0.2007
H -2.0503 1.2494 -0.1534
H -0.4729 1.0612 -1.2404
H -0.6031 -3.4506 -0.6042
H 4.1148 -0.4711 -0.4182
```

natural (NBO) population analysis, charges in e, atoms 1 to 8: 0.798, 0.523, -0.014, -0.654, -0.548, -0.515, -0.541, 0.255


The following is a DFT calculation (ωB97M-V with the def2-TZVPD basis set) of the ion C4H6N3O2 with charge +1 at a distorted geometry.

## Properties
LUMO   -5.17 eV
Frontier orbital gap   9.552 eV
SMILES   [H]/N=C(\C#[N+][O-])[NH2+]C(C)=O
Charge   +1
ΔE to the lowest compared entry with this formula, charge and spin   600.7 kJ/mol

```
15
C4H6N3O2, DFT ωB97M-V with the def2-TZVPD basis set
C 0.5931 1.6503 -0.1729
C 0.6780 3.0167 -0.0979
C -0.7771 -0.1513 1.0581
C -0.1743 -1.3107 0.3446
N 1.4192 0.7923 -0.5469
N 1.0673 4.1160 0.1265
N -0.8675 1.2224 0.2329
O 1.2542 5.2276 0.3878
O -1.0770 -0.0392 2.1831
H 0.7860 -0.8286 -0.0104
H -0.7195 -1.4998 -0.4917
H -0.2483 -2.1710 1.1138
H -1.1509 1.9323 0.7938
H 2.4014 0.9524 -0.9149
H -1.4007 1.0698 -0.6687
```

natural (NBO) population analysis, charges in e, atoms 1 to 8: 0.369, -0.040, 0.734, -0.757, -0.583, 0.348, -0.624, -0.212


The following is a DFT calculation (ωB97M-V with the def2-TZVPD basis set) of a structure of composition C4H6N4 at a distorted geometry.

## Properties
LUMO   0.94 eV
Frontier orbital gap   8.974 eV
ΔE to the lowest compared entry with this formula, charge and spin   490.4 kJ/mol

```
14
C4H6N4, DFT ωB97M-V with the def2-TZVPD basis set
C -0.1691 -1.3093 0.7511
C 0.7595 0.2164 0.0226
C 0.8158 1.6193 -0.5838
C -0.5978 1.4014 -1.0519
H 0.6788 -3.0060 1.5849
H -0.8626 -3.4972 0.7785
H 1.0081 2.6164 0.0461
H 1.5656 1.9787 -1.4144
H -1.1958 2.1057 -0.2416
H -1.0451 1.7570 -2.0708
N -0.2259 -2.6518 1.2339
N 1.0441 -0.6351 0.9622
N -0.5233 0.1280 -0.3260
N -1.2523 -0.7233 0.3090
```

natural (NBO) population analysis, charges in e, atoms 1 to 8: 0.486, 0.331, -0.452, -0.224, 0.395, 0.411, 0.240, 0.222


The following is a DFT calculation (ωB97M-V with the def2-TZVPD basis set) of the molecule C4H6N4 at a distorted geometry.

## Properties
LUMO   0.66 eV
Frontier orbital gap   8.719 eV
SMILES   [H]/N=N\c1c[nH]c(N)c1
ΔE to the lowest compared entry with this formula, charge and spin   385.5 kJ/mol

```
14
C4H6N4, DFT ωB97M-V with the def2-TZVPD basis set
C -0.7529 0.6520 -0.8209
C 0.5590 0.8641 -0.1194
C 0.9431 -0.3210 0.5292
C 0.0653 -1.2899 0.2131
H -2.3489 1.9496 -1.3413
H -0.8497 2.2856 -2.1552
H 0.6815 1.9720 0.1570
H -0.0223 -2.3548 0.5931
H -1.5845 -1.5099 -0.9394
H 1.4763 -1.8038 2.3960
N -1.3890 1.4525 -1.7733
N -0.9039 -0.7514 -0.5438
N 2.0030 -0.2062 1.4226
N 2.1229 -0.9388 2.3823
```

natural (NBO) population analysis, charges in e, atoms 1 to 8: 0.271, -0.286, -0.068, -0.071, 0.372, 0.405, 0.230, 0.218


The following is a DFT calculation (ωB97M-V with the def2-TZVPD basis set) of the molecule C4H6N4 at a distorted geometry.

## Properties
LUMO   0.48 eV
Frontier orbital gap   8.564 eV
SMILES   [H]/N=c1/cc[nH]n1N=C
ΔE to the lowest compared entry with this formula, charge and spin   487.9 kJ/mol

```
14
C4H6N4, DFT ωB97M-V with the def2-TZVPD basis set
C -2.3423 0.0177 -0.4004
C 0.9736 -1.6526 -0.1489
C 1.7105 -0.4989 -0.2253
C 1.0145 0.7502 0.1214
H -2.1987 -1.0939 -0.8095
H -3.5141 0.3092 -0.5408
H -0.8468 -2.0417 0.7882
H 1.1669 -2.7728 -0.1966
H 2.7319 -0.4532 -0.4391
H 0.3135 2.5665 -0.1023
N -1.4545 0.8131 0.1944
N -0.2656 0.1306 0.5259
N -0.3204 -1.2400 0.1856
N 1.2133 1.9802 -0.1603
```

natural (NBO) population analysis, charges in e, atoms 1 to 8: -0.158, 0.022, -0.356, 0.395, 0.197, 0.200, 0.401, 0.236